Record 1
{
  "formula": "C3H5N4O2",
  "method": "ωB97M-V/def2-TZVPD",
  "smiles": "C#[N+]CC/N=N\\[N+](=O)[O-]",
  "lumo_energy_ha": -0.1878,
  "charge": 1,
  "species": ["H", "N", "H", "C", "C", "N", "H", "O", "O", "H", "N", "N", "H", "C"],
  "xyz": [[-1.262430, -2.629896, -1.446266], [1.806868, -0.482944, 1.016970], [-0.711674, -0.028301, 1.511901], [1.030919, 0.480447, 0.201909], [-0.416353, 0.200155, 0.443877], [2.901290, -0.833279, 0.836390], [1.229502, 1.491383, 0.718764], [4.737863, -0.876729, -0.531079], [3.407740, 0.838526, -0.626763], [1.244991, 0.587326, -0.876847], [-0.922213, -0.906513, -0.217346], [3.775856, -0.247416, -0.233967], [-1.353547, 0.939509, 0.151683], [-1.090932, -1.817909, -0.883111]],
  "atomic_forces_ev_per_a": [[-0.678, -2.735, -1.900], [-3.870, 1.157, -0.608], [0.890, 0.465, -0.745], [0.489, 2.468, 0.363], [-4.646, 1.949, 2.050], [3.894, -2.904, 1.572], [-0.228, -1.317, -1.016], [-0.412, -0.106, 0.343], [0.523, 0.149, -0.203], [0.085, -0.197, 0.622], [0.582, -3.049, -2.199], [-0.171, 1.372, -1.444], [3.100, -0.635, 0.601], [0.441, 3.383, 2.565]]
}

Record 2
{
  "formula": "C3H5N4O2",
  "method": "ωB97M-V/def2-TZVPD",
  "smiles": "[NH2+]=C1NN=N[C@H]1OC=O",
  "lumo_energy_ha": -0.1819,
  "charge": 1,
  "species": ["H", "O", "H", "N", "O", "N", "C", "C", "N", "H", "N", "H", "H", "C"],
  "xyz": [[1.794729, -1.046235, 0.243629], [-1.194225, 1.549504, -0.678895], [-1.291412, 2.986865, 0.660783], [-0.860493, -1.426722, 0.724748], [-0.520617, 1.110705, 1.350448], [1.158466, -0.445726, -0.145330], [-1.232994, 0.151708, -0.809007], [-0.948638, 1.881499, 0.580393], [-2.396835, -0.463638, -0.361305], [-0.306046, -2.075613, 1.277903], [-2.187100, -1.311541, 0.510303], [-1.008035, -0.180158, -1.820516], [1.424362, 0.058401, -0.913208], [-0.117280, -0.528961, -0.004429]],
  "atomic_forces_ev_per_a": [[1.813, -1.710, 1.314], [-0.745, -0.934, -1.650], [0.972, -1.606, 0.579], [4.743, 0.612, -0.731], [0.738, -0.695, 2.295], [-1.982, 0.099, 0.135], [3.427, -0.098, -0.912], [-1.674, 4.115, -0.834], [-2.323, 0.001, 0.952], [-1.474, -0.409, 0.480], [-0.902, -0.468, -0.253], [-0.488, 0.527, -0.588], [1.390, 1.727, -2.074], [-3.495, -1.163, 1.287]]
}

Taking the records one at a time from the top gives frontier orbital gap values of 8.5, 10.6 eV.